(1)
Below is a cluster of 4 separate species, C24H36BrF9N2O7P in total, with properties calculated with wB97M-V/def2-TZVPD.

XYZ file:
```
80
Properties=species:S:1:pos:R:3:mulliken_charge:R:1
C 6.41 -1.60 2.43 -0.836
N 6.79 -1.25 1.05 -0.077
C 7.83 -0.20 1.07 -0.875
C 5.60 -0.83 0.26 0.029
O 5.18 -1.65 -0.52 -0.535
C 4.96 0.59 0.35 -0.288
P 3.04 0.57 0.70 0.905
Br 3.48 0.21 2.96 -0.549
C 3.09 2.47 0.81 -0.823
C 3.67 3.13 2.12 -0.374
N 3.77 4.63 1.83 -0.763
C 1.13 0.48 0.92 0.262
C 0.45 -0.38 1.92 -0.560
C -1.01 -0.43 2.06 -0.316
C -1.91 0.37 1.21 -0.670
C -1.26 1.18 0.19 -0.371
C 0.18 1.22 0.06 -0.319
H 6.31 -0.69 3.09 0.274
H 5.42 -2.12 2.43 0.320
H 7.16 -2.30 2.90 0.261
H 7.81 0.42 2.01 0.270
H 8.82 -0.73 1.09 0.284
H 7.73 0.49 0.19 0.340
H 5.53 1.15 1.15 0.253
H 5.20 1.12 -0.61 0.325
H 3.02 -0.86 0.54 0.031
H 2.82 0.72 -0.73 -0.172
H 3.80 2.80 -0.01 0.293
H 2.13 2.99 0.60 0.306
H 4.71 2.84 2.38 0.139
H 2.96 3.10 3.00 0.384
H 2.91 5.04 2.21 0.271
H 3.73 4.79 0.82 0.293
H 1.01 -1.05 2.61 0.308
H -1.47 -1.08 2.84 0.302
H -3.02 0.34 1.36 0.318
H -1.93 1.79 -0.47 0.322
H 0.60 1.88 -0.76 0.099
C -3.65 3.98 -4.61 -0.976
C -2.33 4.23 -5.31 -0.208
O -1.22 3.88 -4.46 -0.337
C -0.92 2.58 -4.41 0.181
O -1.50 1.72 -5.00 -0.526
C 0.30 2.35 -3.51 1.148
F 0.21 3.04 -2.36 -0.304
F 1.44 2.75 -4.11 -0.285
F 0.46 1.07 -3.18 -0.249
H -3.67 4.51 -3.65 0.315
H -4.48 4.32 -5.22 0.386
H -3.78 2.92 -4.39 0.171
H -2.23 5.29 -5.54 0.318
H -2.27 3.69 -6.26 0.313
C 0.44 -5.55 5.47 -1.081
C -0.95 -5.76 4.90 -0.203
O -1.94 -5.08 5.69 -0.350
C -2.07 -3.77 5.44 0.370
O -1.43 -3.16 4.64 -0.460
C -3.19 -3.18 6.30 0.884
F -3.11 -3.59 7.59 -0.255
F -4.41 -3.54 5.85 -0.266
F -3.17 -1.84 6.32 -0.237
H 0.47 -5.84 6.53 0.297
H 1.18 -6.13 4.93 0.366
H 0.72 -4.50 5.43 0.304
H -1.20 -6.82 4.94 0.301
H -1.00 -5.45 3.86 0.322
C -4.12 -1.78 -4.51 -0.931
C -5.50 -1.98 -5.09 -0.201
O -6.49 -1.29 -4.30 -0.337
C -6.61 0.02 -4.55 0.413
O -5.97 0.63 -5.35 -0.510
C -7.73 0.62 -3.68 0.854
F -7.65 0.21 -2.40 -0.248
F -8.95 0.26 -4.13 -0.260
F -7.69 1.95 -3.66 -0.241
H -4.09 -2.07 -3.46 0.312
H -3.38 -2.37 -5.06 0.368
H -3.82 -0.73 -4.56 0.164
H -5.76 -3.04 -5.05 0.311
H -5.55 -1.67 -6.13 0.307
```

HOMO energy in eV: -4.629
Spin multiplicity: 1
DFT total energy in eV: -146572.270
Gap between HOMO and LUMO in eV: 6.7
Charge: -1

(2)
Below is a structure of composition C24H36BrN6O4RuSSi, with properties calculated with wB97M-V/def2-TZVPD.

XYZ file:
```
74
Properties=species:S:1:pos:R:3:mulliken_charge:R:1
Ru -0.45 -0.28 0.21 0.234
N 0.10 -1.97 -3.72 0.245
C 0.51 -1.96 -2.46 -0.434
N -0.09 -0.96 -1.84 0.024
C -0.90 -0.40 -2.80 0.027
N -0.80 -0.99 -3.96 -0.660
C -1.76 0.72 -2.46 0.506
C -2.53 1.42 -3.38 -0.140
N -3.28 2.44 -3.01 -0.504
C -3.28 2.78 -1.72 -0.329
C -2.52 2.08 -0.79 -0.230
N -1.76 1.06 -1.16 -0.033
H 0.37 -2.59 -4.47 0.217
H 1.24 -2.63 -2.04 0.477
H -2.53 1.14 -4.42 0.463
H -3.89 3.62 -1.42 0.387
H -2.54 2.35 0.26 0.432
C 5.00 1.19 2.31 -1.261
C 4.45 1.99 3.48 1.563
C 4.00 3.37 3.05 -1.678
C 5.40 2.03 4.65 -1.575
O 3.20 1.33 3.97 0.492
Si 2.71 -0.13 4.26 -1.206
S 1.43 -0.09 1.52 0.216
O 3.55 -1.38 3.81 1.064
C 3.99 -2.66 4.43 1.661
C 3.43 -3.76 3.55 -1.552
C 3.46 -2.74 5.84 -1.688
C 5.51 -2.61 4.39 -1.614
O 1.42 -0.34 5.13 -0.009
C 0.58 0.60 5.92 1.622
C 1.46 1.15 7.03 -1.536
C 0.07 1.68 4.99 -1.186
C -0.54 -0.27 6.46 -1.625
H 5.96 1.62 2.01 0.576
H 4.32 1.24 1.46 0.259
H 5.17 0.15 2.58 0.113
H 4.84 3.92 2.65 0.457
H 3.60 3.93 3.90 0.356
H 3.23 3.30 2.27 0.331
H 6.30 2.57 4.38 0.475
H 5.70 1.02 4.95 0.238
H 4.94 2.53 5.50 0.352
H 2.34 -3.75 3.57 0.312
H 3.77 -4.73 3.91 0.535
H 3.78 -3.64 2.52 0.247
H 2.37 -2.72 5.86 0.328
H 3.84 -1.91 6.45 0.413
H 3.79 -3.67 6.30 0.502
H 5.86 -2.51 3.36 0.317
H 5.92 -3.53 4.81 0.477
H 5.88 -1.77 4.98 0.322
H 2.29 1.72 6.62 0.196
H 1.84 0.35 7.66 0.343
H 0.88 1.83 7.66 0.512
H 0.89 2.27 4.57 0.170
H -0.58 2.36 5.55 0.539
H -0.52 1.24 4.19 0.083
H -0.14 -1.08 7.07 0.370
H -1.13 -0.69 5.65 0.320
H -1.20 0.34 7.09 0.431
O -2.28 -0.15 2.82 -0.144
N -2.04 -0.30 1.71 0.090
Br 2.82 -5.89 -0.90 -0.051
C 2.42 -4.21 -0.16 -0.334
C 3.29 -3.14 -0.37 -0.654
C 3.00 -1.89 0.15 -0.776
C 1.84 -1.71 0.91 0.897
C 0.99 -2.80 1.15 -0.289
C 1.27 -4.04 0.60 -0.560
H 4.19 -3.29 -0.95 0.535
H 3.66 -1.06 -0.03 0.373
H 0.12 -2.68 1.79 0.387
H 0.61 -4.88 0.78 0.584
```

HOMO energy (alpha / beta) in eV: -13.849 / -14.191
Spin multiplicity: 6
DFT total energy in eV: -133927.088
ΔE to the lowest compared entry with this formula, charge and spin in eV: 0.000
Gap between HOMO and LUMO (alpha / beta) in eV: 7.4 / 6.7
Charge: +2

(3)
Below is a structure of composition C24H36F7N3O5PSSi2, with properties calculated with wB97M-V/def2-TZVPD.

XYZ file:
```
79
Properties=species:S:1:pos:R:3:mulliken_charge:R:1
C -0.58 -0.26 -2.04 -0.880
C -0.77 1.14 -2.63 -0.054
O -1.40 1.96 -1.64 -0.288
C -0.78 3.22 -1.51 -1.574
C 0.53 3.08 -0.72 0.577
C 0.66 2.54 0.49 0.376
S -0.74 1.89 1.46 1.450
O -0.24 1.67 2.78 -0.691
O -1.26 0.68 0.92 -0.377
C -2.04 3.21 1.61 0.582
F -3.02 3.10 0.72 -0.275
F -1.41 4.39 1.32 -0.306
C -2.63 3.38 3.04 0.677
F -1.72 3.78 3.92 -0.231
F -3.51 4.41 2.93 -0.305
C -3.43 2.14 3.59 0.728
F -2.74 1.56 4.56 -0.222
F -3.78 1.28 2.64 -0.190
F -4.57 2.60 4.14 -0.297
C 2.06 2.46 1.08 -0.825
O 2.31 2.56 2.26 -0.497
C 3.18 2.30 0.07 0.404
C 4.32 1.61 0.36 -0.656
C 5.31 1.52 -0.60 -0.177
P 6.89 0.65 -0.31 0.458
N 8.06 1.72 -0.22 -0.747
C 5.17 2.08 -1.84 -0.274
C 4.02 2.78 -2.17 0.857
C 3.91 3.41 -3.55 -1.348
C 4.37 4.90 -3.49 -0.450
N 5.39 5.09 -2.44 -0.508
C 3.04 2.89 -1.19 0.915
C 1.76 3.62 -1.44 -0.601
O 1.63 4.61 -2.14 -0.589
H -1.57 -0.66 -1.80 0.166
H 0.03 -0.18 -1.14 0.116
H -0.05 -0.93 -2.72 0.486
H -1.38 1.15 -3.54 0.386
H 0.23 1.53 -2.92 0.053
H -1.45 3.98 -1.11 0.441
H -0.52 3.55 -2.53 0.461
H 4.43 1.13 1.33 0.474
H 7.17 -0.15 -1.45 0.049
H 6.82 -0.15 0.85 0.063
H 7.66 2.65 -0.30 0.274
H 5.97 2.01 -2.58 0.412
H 4.46 2.83 -4.30 0.569
H 2.84 3.43 -3.79 0.187
H 4.81 5.22 -4.44 0.453
H 3.54 5.58 -3.29 0.210
H 4.98 5.30 -1.55 0.182
H 6.02 5.83 -2.70 0.224
C -4.34 -7.50 2.36 -1.043
Si -3.55 -6.23 1.20 0.119
C -4.68 -6.09 -0.31 -1.074
C -1.91 -6.98 0.63 -1.067
N -3.36 -4.78 2.04 -0.107
Si -2.69 -3.39 1.38 0.091
C -3.66 -2.71 -0.10 -0.874
C -0.88 -3.61 0.83 -0.936
C -2.70 -2.03 2.70 -0.275
H -4.48 -8.46 1.85 0.271
H -3.72 -7.66 3.24 0.248
H -5.32 -7.15 2.69 0.250
H -4.96 -7.08 -0.68 0.355
H -4.20 -5.56 -1.13 0.318
H -5.60 -5.55 -0.05 0.247
H -1.18 -7.00 1.44 0.247
H -1.48 -6.43 -0.21 0.315
H -2.05 -8.02 0.29 0.354
H -3.53 -3.33 -0.99 0.297
H -3.32 -1.70 -0.36 0.152
H -4.73 -2.66 0.13 0.297
H -0.30 -4.08 1.62 0.271
H -0.43 -2.63 0.62 0.234
H -0.80 -4.21 -0.07 0.291
H -2.11 -2.34 3.56 0.329
H -3.72 -1.82 3.02 0.233
H -2.27 -1.10 2.30 -0.412
```

HOMO energy in eV: -3.324
Spin multiplicity: 1
DFT total energy in eV: -95081.270
Gap between HOMO and LUMO in eV: 3.0
Charge: -1

(4)
Below is a structure of composition C24H36N2NiSi, with properties calculated with wB97M-V/def2-TZVPD.

XYZ file:
```
64
Properties=species:S:1:pos:R:3:mulliken_charge:R:1
C 0.16 1.28 0.08 0.060
C 0.94 1.75 -1.07 -1.449
C -0.01 2.34 -2.02 -0.638
H 2.02 1.76 -1.15 0.648
C -1.34 1.99 -1.56 -1.099
C -1.23 1.45 -0.22 -0.366
H -2.06 1.26 0.46 0.388
H 0.57 0.98 1.03 0.940
H 0.24 2.89 -2.93 0.567
H -2.27 2.23 -2.06 0.599
Ni -0.07 0.30 -2.17 -0.488
C -1.67 -2.37 -3.08 -0.795
H -1.28 -1.37 -2.63 -0.167
H -1.30 -3.20 -2.47 0.230
H -2.75 -2.30 -3.00 0.311
Si -0.08 -0.47 -4.06 0.810
C 1.24 -1.24 -5.15 0.687
C 2.28 -0.29 -5.29 -0.172
H 2.24 0.62 -4.69 0.196
C 3.35 -0.51 -6.15 -0.736
H 4.11 0.26 -6.24 0.388
C 3.44 -1.70 -6.87 -0.397
H 4.26 -1.84 -7.57 0.356
C 2.46 -2.68 -6.70 -0.626
H 2.55 -3.61 -7.26 0.379
C 1.38 -2.47 -5.83 -0.375
H 0.66 -3.27 -5.68 0.387
C -1.35 0.30 -5.19 0.914
C -0.92 0.61 -6.49 -0.609
H 0.06 0.29 -6.82 0.282
C -1.74 1.37 -7.32 -0.537
H -1.36 1.67 -8.29 0.373
C -3.03 1.74 -6.93 -0.566
H -3.67 2.33 -7.59 0.365
C -3.49 1.31 -5.68 -0.595
H -4.51 1.54 -5.39 0.361
C -2.68 0.58 -4.81 -0.464
H -3.05 0.26 -3.83 0.351
H 1.16 -0.28 -2.88 0.208
H -1.34 -2.44 -4.12 0.299
C 2.49 -1.12 -0.09 -1.027
N 1.48 -1.97 -0.71 1.034
C 2.06 -2.71 -1.81 -1.431
C 0.76 -2.84 0.20 -0.996
C -0.12 -2.07 1.18 -0.750
N 0.61 -1.28 2.15 0.371
C -0.27 -0.52 3.01 -1.136
C 1.52 -2.08 2.98 -1.181
H 3.32 -1.71 0.33 0.329
H 2.05 -0.54 0.73 0.203
H 2.90 -0.43 -0.83 0.171
H 2.81 -3.45 -1.45 0.325
H 1.27 -3.24 -2.35 0.321
H 2.55 -2.02 -2.51 0.439
H 0.10 -3.47 -0.41 0.456
H 1.46 -3.49 0.76 0.320
H -0.80 -1.41 0.63 0.091
H -0.73 -2.81 1.71 0.460
H -0.91 -1.20 3.60 0.399
H 0.33 0.08 3.70 0.350
H -0.91 0.14 2.43 0.241
H 0.96 -2.84 3.55 0.371
H 2.27 -2.58 2.38 0.291
H 2.02 -1.42 3.69 0.335
```

HOMO energy (alpha / beta) in eV: -5.082 / -7.639
Spin multiplicity: 3
DFT total energy in eV: -77367.332
ΔE to the lowest compared entry with this formula, charge and spin in eV: 1.987
Gap between HOMO and LUMO (alpha / beta) in eV: 5.7 / 7.6

(5)
Below is a structure of composition C24H36N2O10S2, with properties calculated with wB97M-V/def2-TZVPD.

XYZ file:
```
74
Properties=species:S:1:pos:R:3:mulliken_charge:R:1
C 3.52 -3.36 0.27 -0.877
C 4.13 -1.87 0.39 -0.715
C 2.94 -0.88 0.04 0.740
C 2.99 0.04 -1.10 -1.548
C 1.81 0.98 -1.41 1.076
C 1.96 1.95 -2.64 -0.961
C 1.87 3.50 -2.22 -0.651
C 1.25 4.43 -3.35 -0.692
C 0.42 5.68 -2.80 -0.866
C -0.65 5.30 -1.71 0.479
O -1.68 6.29 -1.53 -0.437
C -2.45 5.82 -0.40 -0.478
C 0.63 0.91 -0.54 -0.422
C -0.67 1.79 -0.79 0.201
C -1.20 1.60 -2.27 -0.386
C -2.78 1.66 -2.40 -0.560
C -3.33 0.17 -2.51 -0.920
S -4.68 -0.08 -1.30 1.237
O -5.50 1.14 -1.20 -0.642
O -5.58 -1.15 -1.77 -0.659
O -4.06 -0.57 0.17 -0.431
C 0.56 -0.02 0.66 0.324
N -0.48 -0.15 1.57 -0.583
S 0.07 -1.28 2.68 0.124
N 1.59 -1.73 2.12 -0.595
C 1.74 -0.93 0.98 0.522
H 4.13 -3.97 -0.44 0.315
H 3.41 -3.85 1.28 0.093
H 2.47 -3.30 -0.15 0.399
H 4.92 -1.72 -0.39 0.287
H 4.46 -1.63 1.44 0.350
H 3.89 0.06 -1.78 0.221
H 2.93 1.74 -3.19 0.455
H 1.14 1.73 -3.40 0.362
H 2.95 3.82 -2.10 0.470
H 1.41 3.63 -1.20 0.411
H 2.13 4.89 -3.91 0.379
H 0.63 3.89 -4.11 0.398
H -0.15 6.10 -3.69 0.298
H 1.07 6.50 -2.39 0.298
H -1.15 4.31 -1.97 -0.319
H -0.17 5.13 -0.70 0.250
H -1.89 5.98 0.57 0.293
H -2.65 4.70 -0.46 0.079
H -3.47 6.31 -0.37 0.291
H -0.41 2.85 -0.52 0.047
H -1.45 1.46 -0.04 0.490
H -0.76 2.42 -2.91 -0.762
H -0.75 0.64 -2.67 0.777
H -3.00 2.15 -3.40 0.314
H -3.26 2.27 -1.59 0.389
H -2.48 -0.57 -2.37 0.393
H -3.71 -0.02 -3.55 0.369
H -3.16 -0.19 0.26 0.371
C 5.80 -6.61 3.76 -0.352
C 4.79 -7.03 2.72 -0.311
O 4.67 -5.86 1.91 -0.315
C 5.81 -5.14 2.06 0.652
O 6.10 -4.20 1.39 -0.466
O 6.58 -5.64 3.06 -0.334
H 6.42 -7.44 4.10 0.304
H 5.34 -6.13 4.62 0.259
H 5.15 -7.85 2.10 0.252
H 3.84 -7.30 3.17 0.297
C -6.37 -2.13 3.44 -0.333
C -5.13 -1.43 2.97 0.000
O -4.16 -1.81 3.95 -0.317
C -4.58 -2.98 4.50 0.599
O -3.92 -3.65 5.23 -0.528
O -5.85 -3.28 4.12 -0.330
H -7.02 -2.43 2.62 0.301
H -6.95 -1.54 4.15 0.249
H -4.79 -1.78 1.99 0.099
H -5.25 -0.35 2.94 0.278
```

HOMO energy in eV: -8.515
Spin multiplicity: 1
DFT total energy in eV: -70592.934
ΔE to the lowest compared entry with this formula, charge and spin in eV: 4.119
Gap between HOMO and LUMO in eV: 7.6

(6)
Below is a cluster of 6 separate species, C24H36O18 in total, with properties calculated with wB97M-V/def2-TZVPD.

XYZ file:
```
78
Properties=species:S:1:pos:R:3:mulliken_charge:R:1
C 30.16 12.27 -13.82 -1.679
C 30.96 12.62 -12.57 0.697
C 30.47 13.72 -11.60 -0.581
O 30.67 13.15 -10.30 -0.322
C 30.90 11.83 -10.41 0.720
O 31.08 11.00 -9.51 -0.596
O 30.80 11.52 -11.72 -0.276
H 30.25 11.28 -14.27 0.387
H 30.45 12.97 -14.61 0.472
H 29.08 12.37 -13.74 0.372
H 32.02 12.69 -12.83 0.261
H 29.44 14.08 -11.62 0.318
H 31.10 14.61 -11.62 0.270
C 21.67 6.24 -6.21 -1.461
C 22.98 6.93 -5.87 0.362
C 24.13 6.18 -5.17 -0.441
O 25.21 6.53 -5.89 -0.277
C 24.91 7.16 -7.03 0.454
O 25.70 7.54 -7.91 -0.382
O 23.58 7.28 -7.11 -0.309
H 21.03 6.89 -6.81 0.345
H 21.07 6.09 -5.31 0.421
H 21.75 5.21 -6.53 0.347
H 22.80 7.87 -5.34 0.281
H 23.89 5.13 -5.34 0.311
H 24.23 6.49 -4.13 0.309
C 26.60 9.45 -14.51 -1.452
C 27.06 8.70 -13.22 0.462
C 28.36 9.34 -12.71 0.506
O 28.03 9.75 -11.39 0.057
C 26.67 9.64 -11.16 0.346
O 26.03 10.04 -10.18 -0.558
O 26.07 9.04 -12.24 -0.376
H 25.57 9.21 -14.75 0.348
H 27.19 9.21 -15.40 0.366
H 26.78 10.51 -14.34 0.357
H 27.09 7.62 -13.36 0.318
H 28.76 10.17 -13.30 -0.761
H 29.17 8.62 -12.61 0.322
C 30.22 7.92 -8.83 -0.914
C 29.70 6.58 -9.37 0.532
C 28.21 6.34 -9.26 0.648
O 27.84 6.02 -10.54 -0.309
C 28.86 6.00 -11.32 0.587
O 28.82 5.76 -12.52 -0.641
O 29.93 6.48 -10.73 -0.353
H 29.93 7.98 -7.78 0.146
H 29.81 8.76 -9.38 -0.024
H 31.30 8.02 -8.81 0.473
H 30.35 5.78 -9.01 0.042
H 27.78 7.18 -8.71 -0.250
H 28.01 5.55 -8.53 0.134
C 29.85 3.39 -6.70 -1.520
C 30.19 2.07 -5.96 0.418
C 29.03 1.11 -5.86 -0.446
O 29.52 -0.17 -6.31 -0.339
C 30.80 -0.02 -6.75 0.671
O 31.47 -0.90 -7.29 -0.553
O 31.13 1.29 -6.65 -0.370
H 29.03 3.94 -6.25 0.419
H 29.61 3.15 -7.73 0.403
H 30.75 4.01 -6.74 0.422
H 30.60 2.21 -4.96 0.323
H 28.23 1.44 -6.52 0.282
H 28.69 0.95 -4.84 0.293
C 28.53 9.33 -5.48 -1.542
C 28.74 10.42 -6.50 0.752
C 27.64 10.50 -7.52 1.166
O 27.34 11.88 -7.44 -0.371
C 27.82 12.45 -6.30 0.528
O 27.65 13.63 -5.91 -0.642
O 28.59 11.58 -5.72 -0.412
H 27.53 9.35 -5.04 0.396
H 29.22 9.43 -4.64 0.378
H 28.74 8.31 -5.81 0.279
H 29.76 10.37 -6.86 0.187
H 26.77 9.89 -7.26 -0.125
H 28.05 10.16 -8.47 -0.609
```

HOMO energy in eV: -10.232
Spin multiplicity: 1
DFT total energy in eV: -62326.170
ΔE to the lowest compared entry with this formula, charge and spin in eV: 3.158
Gap between HOMO and LUMO in eV: 10.3
SMILES string: C[C@H]1COC(=O)O1.C[C@H]1COC(=O)O1.C[C@H]1COC(=O)O1.C[C@H]1COC(=O)O1.C[C@H]1COC(=O)O1.C[C@H]1COC(=O)O1